The following is a quantum chemistry calculation of C6H9NO as an isolated structure at a distorted geometry, from the Open Molecules 2025 dataset.

* Kohn-Sham gap: 9.8 eV
* energy above the lowest of the compared OMol25 structures with the same formula, charge and spin: 4.645 eV
* HOMO energy: -8.88 eV

ORCA input file:
```
! RIJCOSX wB97M-V def2-TZVPD def2/J DEFGRID3
* xyz 0 1
C 0.849 -0.807 -0.175
C -0.331 -0.429 0.852
C -0.208 1.142 0.831
C -0.009 1.462 -0.476
C 0.057 0.157 -1.049
C -1.136 -0.663 -0.338
H 2.305 -0.918 0.919
H 2.471 0.609 0.124
H 0.926 -1.910 -0.301
H -0.571 -0.818 1.822
H -0.227 1.801 1.629
H -0.229 2.369 -1.170
H 0.134 -0.024 -2.081
H -1.217 -1.778 -0.570
H -2.441 0.621 -0.028
N 2.168 -0.394 0.017
O -2.541 -0.420 -0.007
*
```



The following is a quantum chemistry calculation of a 6-piece molecular cluster, C11H21Cl3O20S5 overall at a distorted geometry, from the Open Molecules 2025 dataset.

* Kohn-Sham gap: 11.1 eV
* SMILES: O=S1(=O)OCCO1.O=S1(=O)OCCO1.O=S1(=O)OCCO1.O=S1(=O)OCCO1.O=S1(=O)OCCO1.ClC(Cl)Cl
* HOMO energy: -11.28 eV

ORCA input file:
```
! RIJCOSX wB97M-V def2-TZVPD def2/J DEFGRID3
* xyz 0 1
O 1.739 2.303 3.102
S 1.495 3.712 2.751
O 2.483 4.545 2.050
O 0.004 3.777 1.997
C -1.068 3.809 2.935
C -0.441 4.372 4.213
O 0.922 4.544 4.095
H -1.881 4.328 2.427
H -1.469 2.808 3.097
H -0.753 3.830 5.106
H -0.613 5.445 4.305
O 3.424 -3.891 -6.755
S 3.140 -3.491 -5.377
O 3.447 -4.359 -4.250
O 3.846 -2.018 -5.144
C 2.963 -0.967 -5.182
C 1.648 -1.548 -5.788
O 1.648 -2.860 -5.315
H 2.714 -0.642 -4.172
H 3.314 -0.134 -5.790
H 1.689 -1.477 -6.875
H 0.723 -1.056 -5.488
O -5.846 -0.647 -3.260
S -4.433 -0.745 -3.643
O -4.057 -1.955 -4.377
O -4.085 0.662 -4.412
C -2.852 1.274 -3.909
C -2.933 0.901 -2.457
O -3.401 -0.394 -2.409
H -2.089 0.720 -4.456
H -2.794 2.316 -4.223
H -3.454 1.611 -1.814
H -1.899 0.755 -2.145
O -5.678 0.563 -0.021
S -5.019 -0.034 1.088
O -5.233 0.468 2.455
O -4.911 -1.631 0.996
C -3.606 -2.053 1.294
C -2.636 -1.032 0.596
O -3.380 0.146 0.792
H -3.440 -2.046 2.371
H -3.578 -3.086 0.946
H -2.431 -1.254 -0.452
H -1.670 -0.933 1.092
O 3.921 1.014 4.841
S 3.778 -0.260 5.598
O 3.458 -0.196 7.024
O 2.762 -1.240 4.812
C 3.318 -1.837 3.717
C 4.770 -2.025 4.124
O 4.997 -1.351 5.340
H 2.777 -2.745 3.451
H 3.172 -1.310 2.774
H 5.325 -1.631 3.272
H 5.149 -3.045 4.184
Cl 1.075 -1.448 1.136
C 1.520 0.045 0.232
Cl 0.083 1.124 -0.014
Cl 2.163 -0.369 -1.346
H 2.186 0.638 0.858
*
```



The following is a quantum chemistry calculation of a 2-piece molecular cluster, C4H12N2O2 overall at a distorted geometry, from the Open Molecules 2025 dataset.

* Kohn-Sham gap: 9.6 eV
* SMILES: CN(C)CC(N)=O.O
* energy above the lowest of the compared OMol25 structures with the same formula, charge and spin: 1.672 eV
* HOMO energy: -9.00 eV

ORCA input file:
```
! RIJCOSX wB97M-V def2-TZVPD def2/J DEFGRID3
* xyz 0 1
C 1.080 0.059 -1.857
N 0.209 -0.548 -0.821
C 0.133 -1.985 -0.978
C 0.639 -0.178 0.505
C -0.360 -0.602 1.575
N -1.375 0.302 1.796
O -0.235 -1.592 2.265
H 1.831 -0.670 -2.186
H 0.466 0.242 -2.737
H 1.597 0.924 -1.489
H -0.169 -2.239 -1.986
H -0.652 -2.386 -0.342
H 1.043 -2.525 -0.714
H 0.788 0.900 0.611
H 1.614 -0.590 0.820
H -2.118 -0.091 2.352
H -1.724 0.995 1.161
O -0.782 3.674 0.845
H -0.715 3.368 -0.070
H -1.270 2.941 1.248
*
```



The following is a quantum chemistry calculation of the molecule CH2N2S2 at a distorted geometry, from the Open Molecules 2025 dataset.

* Kohn-Sham gap: 7.6 eV
* SMILES: N#CSSN
* energy above the lowest of the compared OMol25 structures with the same formula, charge and spin: 0.699 eV
* HOMO energy: -9.19 eV

ORCA input file:
```
! RIJCOSX wB97M-V def2-TZVPD def2/J DEFGRID3
* xyz 0 1
N 1.040 1.990 0.330
C 1.360 0.935 0.047
S 1.850 -0.521 -0.611
S -0.052 -1.657 0.341
N -1.313 -0.646 -0.065
H -1.142 0.080 -0.752
H -1.743 -0.181 0.710
*
```



The following is a quantum chemistry calculation of C9H14MnNO7S as an isolated structure at a distorted geometry, from the Open Molecules 2025 dataset.

* Kohn-Sham gap (alpha / beta): 6.3 / 7.7 eV
* energy above the lowest of the compared OMol25 structures with the same formula, charge and spin: 1.761 eV
* HOMO energy (alpha / beta): -8.44 / -8.53 eV

ORCA input file:
```
! RIJCOSX wB97M-V def2-TZVPD def2/J DEFGRID3
* xyz 0 5
Mn 1.084 -0.412 -0.213
C -0.693 -2.892 1.179
O -0.291 -1.546 1.384
C -1.343 -0.740 1.895
C -0.726 0.597 2.318
O -0.110 1.265 1.234
C -0.793 2.341 0.618
C -1.356 1.927 -0.742
O -0.273 1.409 -1.491
C -0.626 1.171 -2.844
H -0.990 -3.338 2.135
H -1.523 -2.955 0.470
H 0.165 -3.424 0.773
H -2.115 -0.595 1.123
H -1.793 -1.237 2.766
H -1.479 1.234 2.797
H 0.081 0.380 3.027
H -1.585 2.735 1.264
H -0.036 3.116 0.449
H -2.140 1.162 -0.630
H -1.784 2.804 -1.252
H -0.924 2.110 -3.324
H 0.257 0.764 -3.329
H -1.444 0.450 -2.919
O 4.529 0.127 1.549
C 3.566 0.072 0.835
O 2.332 0.014 1.065
C 3.765 0.070 -0.827
O 4.823 0.397 -1.284
O 2.674 -0.274 -1.354
S -1.063 -3.139 -3.159
C -0.332 -2.169 -2.152
N 0.147 -1.424 -1.362
*
```



Number 4 is which compound? CH2N2S2



Please write out number 5 again, unchanged.
The following is a quantum chemistry calculation of C9H14MnNO7S as an isolated structure at a distorted geometry, from the Open Molecules 2025 dataset.

* Kohn-Sham gap (alpha / beta): 6.3 / 7.7 eV
* energy above the lowest of the compared OMol25 structures with the same formula, charge and spin: 1.761 eV
* HOMO energy (alpha / beta): -8.44 / -8.53 eV

ORCA input file:
```
! RIJCOSX wB97M-V def2-TZVPD def2/J DEFGRID3
* xyz 0 5
Mn 1.084 -0.412 -0.213
C -0.693 -2.892 1.179
O -0.291 -1.546 1.384
C -1.343 -0.740 1.895
C -0.726 0.597 2.318
O -0.110 1.265 1.234
C -0.793 2.341 0.618
C -1.356 1.927 -0.742
O -0.273 1.409 -1.491
C -0.626 1.171 -2.844
H -0.990 -3.338 2.135
H -1.523 -2.955 0.470
H 0.165 -3.424 0.773
H -2.115 -0.595 1.123
H -1.793 -1.237 2.766
H -1.479 1.234 2.797
H 0.081 0.380 3.027
H -1.585 2.735 1.264
H -0.036 3.116 0.449
H -2.140 1.162 -0.630
H -1.784 2.804 -1.252
H -0.924 2.110 -3.324
H 0.257 0.764 -3.329
H -1.444 0.450 -2.919
O 4.529 0.127 1.549
C 3.566 0.072 0.835
O 2.332 0.014 1.065
C 3.765 0.070 -0.827
O 4.823 0.397 -1.284
O 2.674 -0.274 -1.354
S -1.063 -3.139 -3.159
C -0.332 -2.169 -2.152
N 0.147 -1.424 -1.362
*
```